ORCA calculation (ωB97M-V with the def2-TZVPD basis set) on an isolated ion of composition C3H10N8O2 and charge +2 at a distorted geometry.

Structure (XYZ):
```
23
Properties=species:S:1:pos:R:3:lowdin_charge:R:1
N 1.999 -1.197 -1.116 0.22
C 1.442 -0.578 -0.079 -0.40
N 2.155 -0.719 1.056 0.20
N 0.194 -0.110 -0.118 -0.03
C -0.824 -0.110 -1.245 -0.26
N -1.105 -1.700 -1.312 0.26
N -1.832 0.564 -0.752 0.13
C -1.710 1.006 0.463 -0.21
N -2.543 1.780 1.159 0.26
N -0.231 0.575 0.988 0.14
N 0.733 1.948 1.255 -0.34
O 0.335 2.618 2.115 0.21
O 1.605 2.038 0.511 0.19
H 1.646 -1.187 -2.073 0.15
H 2.823 -1.731 -0.778 0.17
H 1.817 -0.441 2.003 0.15
H 3.150 -1.025 1.221 0.19
H -0.465 0.246 -2.321 0.22
H -1.809 -1.948 -2.080 0.21
H -1.530 -1.963 -0.397 0.19
H -0.145 -2.000 -1.430 0.11
H -3.536 1.738 0.980 0.16
H -2.170 2.195 1.954 0.10
```

As for the total energy: -708.050251 a.u. The SMILES is NC(=[NH2+])N1[C@@H]([NH3+])N=C(N)N1[N+](=O)[O-]. The calculation puts the HOMO energy at -17.66 eV. Its total charge is +2. The calculation puts the molar mass at 190.17 g/mol. The relative energy (zero: lowest compared OMol25 entry of this formula, charge and spin) comes out at 43.0 kJ/mol. The calculation puts the gap between HOMO and LUMO at 10.38 eV.